Below is a structure of composition C39H60GeIrN4O4P3Se, with properties calculated with ωB97M-V with the def2-TZVPD basis set.

Summary:
E_tot: -7648.482362 Ha
<S²>: 8.813
Gap between HOMO and LUMO (spin up / spin down): 6.6 / 5.7 eV
E_HOMO (spin up / spin down): -8.70 / -10.78 eV
Largest force on an atom: 0.71 eV Å⁻¹
Total charge: +1
LUMO (spin up / spin down): -2.059 / -5.117 eV
2S+1: 6

Element x y z (Å)
C  -2.48946  -2.39513  1.15248
H  -2.07357  -0.57448  -3.17488
H  -5.53930  0.37268  6.04231
C  -2.50822  5.23712  0.85713
H  2.03121  4.84096  -0.60592
C  -3.44770  1.56890  3.68475
O  -0.06605  -2.65622  -0.09290
H  1.25794  -0.14445  4.59746
H  2.64732  2.03580  -1.59389
H  -3.47472  -1.59936  -3.38972
H  -2.00732  -4.52221  1.19316
C  0.09456  2.77354  6.79213
C  -3.93809  4.43944  3.10310
H  -5.42760  -0.48021  1.84003
H  3.67819  -0.86964  3.09553
C  -0.59261  3.45915  -0.23890
H  0.06423  -1.13207  3.75914
H  -0.47844  3.15906  -3.93278
H  4.40417  2.24324  1.55912
H  -3.18432  -4.13106  -0.05283
H  -0.96258  -2.77558  2.62757
P  1.63654  -0.16855  2.20658
H  1.95649  2.17080  2.05608
Ir  0.26601  0.02216  0.28688
H  -0.86046  4.66215  7.19817
C  -4.30871  5.59595  2.42911
C  -2.85261  -3.87756  0.95554
C  -0.51713  1.51266  -2.48363
H  -5.15928  6.17500  2.76606
C  -2.29237  -2.19177  -1.72574
H  -4.73175  0.70506  -0.00558
C  -5.08847  0.52368  5.06898
C  2.46024  -2.58105  3.47921
Ge  -1.30310  1.39541  1.64597
N  -2.36286  2.50827  3.36700
C  2.91687  -1.44677  2.56065
H  -6.45340  -0.77741  4.06195
H  2.17826  1.97861  4.47067
H  3.72237  2.53683  3.84600
O  0.43306  -4.41335  1.82217
C  -1.91026  -2.22743  2.55380
C  -0.51345  1.72074  4.70637
H  -3.84800  6.90089  0.79362
H  -1.85474  3.22775  -2.82206
H  0.67778  2.79086  7.70637
H  1.65616  2.96542  -3.65712
H  2.14570  -2.22680  4.46832
O  -0.61093  -5.30477  -0.52623
H  0.92348  0.92357  6.13577
C  -3.92229  0.88243  2.56105
C  -1.19353  2.55635  -3.37313
C  -2.86130  -1.10163  -2.63309
H  2.21405  3.58943  0.61147
C  -0.77905  3.82991  6.50661
H  4.54699  0.52036  1.87727
H  3.53728  3.94568  -0.50166
H  1.65956  -3.17371  3.02958
H  -1.75701  -1.18738  2.82857
H  -3.05537  1.18569  -0.67189
C  -5.02734  0.04873  2.69806
H  3.54163  0.85630  4.32918
C  1.81765  3.61408  -2.79667
C  1.93794  2.85594  -1.46883
H  3.31228  -3.24630  3.63494
H  3.62582  1.07513  0.47944
H  -1.15859  -4.05657  -2.00728
P  -1.38233  -1.76320  -0.15930
H  -3.61910  1.91930  5.79590
H  -1.31331  0.90652  -2.05200
H  3.85573  -1.16702  0.59683
H  4.41311  -2.57369  1.51015
C  2.62085  1.37754  2.40742
H  -1.97392  5.56524  -0.02542
C  -4.00288  1.38693  4.93521
H  -4.50464  4.09193  3.95937
C  0.38716  0.57647  -3.29516
H  -3.66645  -4.11784  1.64430
H  -1.96644  -3.42274  -3.45314
H  -3.49694  -0.38588  -2.12065
H  1.00661  4.34929  -2.75633
H  -3.38926  -1.78859  1.03302
Se  0.50605  -4.41923  0.21256
H  -3.14660  -2.74445  -1.33113
H  0.07892  4.32168  -0.20332
C  2.45329  3.85161  -0.41754
H  -0.18872  0.12316  -4.10807
H  0.79962  -0.23234  -2.68548
C  0.59709  -0.18068  3.73435
O  1.94895  -4.31394  -0.47262
N  -3.19592  1.10649  1.40563
P  0.36022  2.04227  -0.95042
H  -1.37874  3.71122  -0.95844
C  -1.41778  -3.14732  -2.54887
H  -1.81536  2.02783  -4.10331
C  3.02657  1.69354  3.84776
C  0.23038  1.72851  5.91792
C  -2.84395  3.71229  2.66813
N  -1.14729  3.18562  1.07027
C  -2.13753  4.06118  1.51128
C  3.53362  -1.97142  1.26423
H  1.22093  1.11272  -3.75684
N  -0.34798  0.89685  3.69547
C  -3.57612  5.99312  1.32324
C  -3.66526  0.83800  0.15364
C  -1.49520  2.74640  4.49690
C  3.86450  1.29687  1.52214
H  -2.60509  -2.65798  3.28332
H  2.84247  -2.60437  0.71284
C  -1.58337  3.81020  5.36452
H  -0.48734  -2.65944  -2.85609
C  -5.59946  -0.11931  3.95443
H  -2.28325  4.61107  5.18180
H  2.74548  4.16670  -2.96804

=====

Below is a structure of composition C31H49ClP2Pb at a distorted geometry, with properties calculated with ωB97M-V with the def2-TZVPD basis set.

Summary:
E_tot: -2545.538774 Ha
Gap between HOMO and LUMO (spin up / spin down): 3.6 / 3.6 eV
E_HOMO (spin up / spin down): -11.01 / -10.91 eV
Largest force on an atom: 3.64 eV Å⁻¹
Total charge: +2
LUMO (spin up / spin down): -7.428 / -7.335 eV
Relative energy (zero: lowest compared OMol25 entry of this formula, charge and spin): 0.0 kcal per mole

Element x y z (Å)
H  -0.31899  0.29975  -6.68300
H  0.74967  -0.93189  6.20099
C  0.98157  0.97868  -5.04937
H  1.65369  1.43228  -5.79596
H  0.59394  -4.32681  0.69799
C  1.64664  -1.50160  -5.33290
H  -1.95798  -4.64959  3.18599
C  1.60162  -2.22778  3.23200
C  0.64630  -2.05177  -6.36822
H  -1.35703  2.49672  -2.25828
C  -1.20892  2.61647  2.82866
H  1.80283  -4.95711  1.82937
H  0.25393  3.31216  -0.72047
C  -1.63131  -3.91501  2.43040
C  -1.25838  -0.12297  -4.78752
C  1.37995  -4.03068  1.40428
C  -0.83246  1.69733  -1.72114
H  -1.58714  -0.92392  -1.87472
H  0.55847  -1.41607  -7.27261
H  1.08296  -3.01472  -6.70162
C  -0.73998  -2.44876  -5.81279
H  2.94597  2.79380  1.71691
C  -0.44193  2.80487  5.13034
H  -1.51522  -1.96448  5.90490
C  -2.08423  -0.74979  -0.91854
H  2.20142  -0.50923  5.24015
H  2.12902  -0.17235  -3.60104
C  -0.56205  -2.17761  4.00441
C  -0.41170  0.74069  -5.67818
C  0.04859  4.09030  4.90408
H  2.18452  -3.53503  0.84280
H  -3.04800  -1.24890  -1.01588
C  -3.70033  1.43868  -1.55479
H  2.98834  3.57625  0.10558
C  -1.24852  -1.51283  -4.70042
H  -2.10172  -0.84781  4.65366
C  -0.10498  4.65349  3.63319
H  -0.60357  0.92024  -2.46394
Cl  -0.95635  4.69164  1.06105
C  -1.74826  -1.87707  4.82918
H  -1.91796  0.79645  1.90823
C  0.73716  -1.63392  4.19210
C  1.11086  -0.63023  5.20628
H  3.40837  2.07880  -1.54188
H  -0.91049  1.71531  -5.84141
H  3.63636  -2.57089  3.82256
H  -1.48642  -2.55570  -6.60904
C  1.53740  -0.32276  -4.52639
H  -3.57363  1.30732  -2.63309
H  0.90268  1.73216  -4.26154
C  3.11699  1.17505  -0.97085
H  -1.99017  -1.93281  -3.98039
H  -1.46961  -1.15571  -0.09947
H  1.53835  3.75038  1.14297
H  -2.05870  0.43882  -4.25998
H  -2.78320  2.34356  1.36217
H  -1.35079  1.03998  4.28741
H  3.28155  -0.91126  3.30917
P  1.62820  1.51077  0.06751
C  0.84260  -3.14474  2.46088
C  0.47880  2.32231  -1.16442
H  0.47809  4.67176  5.71874
H  0.66807  0.35378  4.98264
C  3.05280  -1.96821  3.10475
P  -2.19274  1.07361  -0.58987
H  2.67719  -1.86217  -5.53544
C  -0.49622  -3.11704  2.94243
C  2.34505  3.06884  0.83204
H  2.89221  0.37355  -1.69449
H  -4.51753  0.80604  -1.20210
H  -0.64601  -3.44158  -5.37912
H  0.25842  5.66215  3.43473
C  -0.72331  3.95220  2.61171
C  -1.00563  2.05743  4.11884
C  -1.91203  1.89468  1.82807
H  -3.88917  2.49118  -1.33953
H  -2.50486  -3.27955  2.20180
H  3.40933  -2.21210  2.09482
H  -0.37208  2.37436  6.12079
H  1.12534  2.48243  -2.05027
H  -1.35271  -4.46657  1.52007
Pb  0.60563  -1.99909  -3.36085
H  3.96362  0.86489  -0.33703
H  -2.57220  -2.56302  4.58190

=====

Below is a structure of composition C28H77F3N3O19V at a distorted geometry, with properties calculated with ωB97M-V with the def2-TZVPD basis set.

Summary:
E_tot: -3949.887409 Ha
<S²>: 1.034
Gap between HOMO and LUMO (spin up / spin down): 4.0 / 4.9 eV
E_HOMO (spin up / spin down): -10.04 / -10.04 eV
Largest force on an atom: 7.03 eV Å⁻¹
Total charge: +1
LUMO (spin up / spin down): -5.998 / -5.171 eV
2S+1: 2

Element x y z (Å)
C  -2.40993  -5.91160  -5.45489
H  -5.49586  -2.07064  -1.81678
H  -2.77410  -6.92680  -5.63854
H  7.26393  6.47857  1.30808
H  2.86656  -0.66940  3.10848
H  -1.49449  -5.81165  0.47710
H  -4.05117  -5.21585  -4.54712
O  -2.20776  0.60818  6.96098
H  -0.44475  -1.48842  0.26715
H  -4.53996  4.42940  5.53714
H  -1.39991  1.65660  5.35476
O  1.24712  -2.55392  -0.16884
H  -6.78234  3.19842  8.20241
H  2.31239  -5.76616  1.44541
H  -1.54305  -1.46440  -3.39279
O  -1.28104  -4.87104  0.41825
C  -6.35437  5.94667  8.65289
H  -2.83827  -0.48215  4.65464
H  -5.84920  -0.92708  -3.08118
H  -2.36044  -4.86398  -2.60714
V  -0.06945  -4.31796  2.19978
H  -2.68541  -5.40465  -6.38168
N  6.35105  3.29275  -2.26174
O  2.37733  -4.36004  -6.11880
H  7.58065  5.36628  -1.38602
H  4.82655  4.10119  -1.03889
C  -4.10425  3.46290  5.27388
C  -2.02008  -1.48017  -4.38030
H  3.68091  1.15958  -2.82222
C  4.78973  -1.19651  3.59943
C  -1.40545  0.64886  5.79293
H  -3.75299  1.68845  1.77780
H  -5.88824  6.80616  9.12648
H  2.26771  -2.96979  -3.27520
O  3.15414  3.12901  -2.69667
H  -1.53016  0.41527  -4.94364
C  5.62692  4.45197  -1.69630
H  4.75967  -2.20611  3.17015
H  6.24492  6.30107  -0.79186
H  -6.58160  6.24658  7.62373
H  0.16886  -2.15410  -1.99802
C  -4.11595  3.05441  3.80626
H  -6.38728  4.15896  6.89487
C  0.60187  -1.54346  0.59378
F  2.53565  -0.13030  0.92055
O  -2.88777  2.50369  3.43542
O  -3.12769  -5.36343  -4.32631
H  -3.92932  1.68146  6.19771
C  -3.54800  -1.49672  -4.33248
O  1.02484  0.18820  -7.40313
O  5.67664  -1.09955  4.69164
C  1.92343  2.98689  -2.05838
C  0.85261  0.37876  -6.00789
H  -3.77803  3.34767  7.93140
H  -1.76722  -2.50299  -4.68438
H  1.27279  2.28578  -2.59626
O  2.78111  -1.94485  4.74553
H  2.47439  -4.27055  1.12213
H  -0.78902  -6.51869  -4.21293
H  0.32037  -1.67841  -5.59474
H  5.15204  5.04198  -2.48100
H  -7.25260  5.55930  9.13945
C  -2.78861  2.08168  2.10670
H  5.15310  2.99681  -3.90683
C  1.25743  -0.14615  0.47302
H  8.67678  5.45871  1.01892
H  -1.65334  0.38852  3.71642
C  -0.91946  -5.96989  -5.15221
C  0.03173  -0.68988  -5.20929
H  -2.56901  2.93159  1.43856
C  7.60008  5.43802  1.21526
O  -5.45447  4.84376  8.61198
F  1.42914  0.14653  -0.84310
H  -2.75539  -3.38535  -2.46273
O  0.62242  -2.13297  1.84187
O  -2.16675  -4.06358  -2.08586
H  7.48265  5.07977  2.24063
H  -0.22099  0.49037  -9.05334
O  -0.93069  -1.38213  4.56165
H  -0.36069  0.61139  6.11796
C  -5.39303  -1.89755  -2.88815
H  3.28266  -2.17654  5.53258
H  0.54251  -0.79144  -4.23898
H  -0.71205  -4.35713  -4.10435
H  -0.77654  -0.80842  -8.00306
H  -1.46392  -4.65161  -0.53237
O  1.82396  -4.99448  1.12089
H  -5.82097  -2.73006  -3.44539
H  3.39100  0.02547  4.69690
H  -1.88951  1.51942  1.85188
C  5.44501  2.39311  -3.04054
O  6.81798  4.67441  0.35916
H  -2.00185  1.24135  7.64950
N  -4.60623  2.43721  6.15125
H  6.57945  -1.30970  4.44078
C  -1.77621  -0.24097  4.59419
O  -1.38740  -3.81505  3.05965
H  2.64909  -1.51542  -2.43948
C  4.09143  2.09952  -2.43271
H  -1.02808  0.81275  -7.63116
H  6.42622  2.71642  -1.42097
H  2.67382  -3.48634  -5.85036
C  2.38643  -2.56086  -2.27145
H  -4.09677  -2.26855  -4.87914
C  -5.93537  3.78243  7.82255
H  -4.26054  3.96267  3.20403
H  -4.83350  1.93361  8.06750
H  1.41550  -4.32838  -6.03885
N  -1.40618  -0.52930  -5.30501
C  1.01205  -2.69238  -1.56859
O  -3.95549  -1.80342  -2.97590
H  1.99470  2.56097  -1.05307
H  -4.96881  2.38779  3.63443
H  1.87226  0.32441  -5.62294
H  -0.41366  -6.50138  -5.95542
C  3.36004  -0.86065  4.06083
H  1.41808  3.95075  -2.03796
H  0.73286  -3.73663  -1.74461
H  4.15260  2.01163  -1.33805
H  5.96750  1.46977  -3.27601
H  -0.14562  -1.18535  4.04280
H  -3.04309  3.72047  5.44594
C  6.60300  5.26795  -0.89891
C  -4.69832  2.89085  7.56039
F  0.63726  0.88099  1.04117
H  0.44908  1.33942  -5.67177
C  -0.24636  0.14699  -8.01655
H  -3.97966  -0.52766  -4.60216
H  3.17795  -3.12696  -1.78856
H  5.12728  -0.55335  2.77995
O  -0.31147  -4.71162  -4.90763

=====

Below is the molecule C4H9NO, with properties calculated with ωB97M-V with the def2-TZVPD basis set.

Summary:
E_tot: -287.775828 Ha
Gap between HOMO and LUMO: 8.3 eV
E_HOMO: -7.37 eV
Largest force on an atom: 0.31 eV Å⁻¹
LUMO: 0.881 eV
Relative energy (zero: lowest compared OMol25 entry of this formula, charge and spin): 35.5 kcal per mole

Element x y z (Å)
H  0.61364  -0.54104  1.69671
N  -1.25991  0.31651  -0.56724
C  1.15062  0.36548  -0.50849
H  -3.25588  0.83320  -0.23746
O  -0.19464  -0.66404  1.18242
H  3.07274  -0.55429  -0.83017
C  2.47408  -0.14121  -0.00808
H  -2.95990  -0.92599  -0.18011
H  2.35010  -0.95878  0.71427
H  -2.40662  0.11700  1.14294
H  1.14866  1.01112  -1.38334
H  -1.24243  0.42522  -1.56790
C  -0.04257  0.02178  0.01055
C  -2.53537  0.06197  0.06151
H  3.08746  0.63305  0.47439